Density functional theory data (ωB97M-V/def2-TZVPD) for a 15-piece molecular cluster, C24H81N27O15 overall at a distorted geometry.

Computed properties:
**Kohn-Sham gap**: 8.15 eV
**ΔE to the lowest compared entry with this formula, charge and spin**: 357.8 kJ/mol

Structure (ORCA input):
```
! wB97M-V def2-TZVPD RIJCOSX def2/J DEFGRID3
* xyz 0 1
C 3.593 -0.348 2.254
O 3.374 0.442 1.359
N 3.198 -0.163 3.495
N 4.169 -1.504 2.003
H 3.243 -0.848 4.236
H 2.870 0.768 3.710
H 4.022 -2.192 2.728
H 4.420 -1.672 1.040
C -3.022 -2.466 -3.147
O -1.966 -2.288 -3.643
N -3.624 -1.661 -2.337
N -3.821 -3.488 -3.354
H -4.548 -1.786 -1.950
H -3.250 -0.749 -2.559
H -3.606 -4.026 -4.181
H -4.667 -3.642 -2.824
C 1.693 -2.251 -4.469
O 2.644 -2.636 -5.061
N 1.442 -1.078 -4.080
N 0.674 -3.076 -4.128
H 0.647 -1.110 -3.457
H 2.299 -0.546 -4.109
H -0.193 -2.842 -3.665
H 0.874 -4.040 -4.354
C 4.220 4.345 -2.574
O 4.478 4.660 -3.735
N 4.240 5.178 -1.536
N 3.978 3.150 -2.193
H 4.350 6.165 -1.723
H 3.769 4.877 -0.694
H 3.971 2.469 -2.939
H 3.782 2.874 -1.242
C -0.830 -4.396 4.832
O -1.867 -4.358 4.211
N 0.313 -4.003 4.312
N -0.726 -4.737 6.085
H 1.110 -4.194 4.903
H 0.347 -3.713 3.346
H 0.204 -5.089 6.263
H -1.518 -4.902 6.690
C 4.164 1.250 -5.232
O 3.452 1.318 -4.249
N 4.932 2.216 -5.528
N 4.302 0.257 -6.057
H 4.559 3.026 -5.054
H 5.346 2.296 -6.446
H 4.913 0.409 -6.847
H 3.829 -0.610 -5.843
C 2.210 -5.044 -0.089
O 2.981 -4.211 -0.460
N 2.296 -6.270 -0.429
N 1.241 -4.854 0.778
H 1.679 -7.024 -0.164
H 3.223 -6.416 -0.802
H 0.619 -5.641 0.893
H 1.059 -3.913 1.096
C 4.668 -0.796 -1.293
O 5.557 -1.143 -0.536
N 4.880 0.186 -2.135
N 3.547 -1.406 -1.469
H 5.712 0.732 -1.962
H 4.115 0.405 -2.757
H 3.354 -2.302 -1.045
H 2.898 -1.182 -2.210
C -3.930 -1.042 4.737
O -4.510 -1.360 3.744
N -2.737 -1.377 5.060
N -4.330 -0.116 5.517
H -2.114 -1.975 4.536
H -2.524 -0.961 5.955
H -5.214 0.263 5.208
H -3.851 0.217 6.342
C -1.900 1.722 -4.784
O -2.425 2.804 -4.949
N -2.615 0.681 -4.625
N -0.601 1.552 -4.731
H -2.162 -0.208 -4.471
H -3.624 0.727 -4.652
H -0.302 0.652 -4.385
H 0.039 2.212 -5.151
C -2.483 -5.461 -0.095
O -1.385 -5.422 0.482
N -3.306 -6.431 -0.212
N -3.223 -4.445 -0.278
H -2.996 -7.337 0.107
H -4.212 -6.188 -0.586
H -2.815 -3.528 -0.167
H -3.973 -4.540 -0.949
C -1.990 4.778 -2.156
O -1.731 5.595 -3.032
N -2.966 4.806 -1.305
N -1.421 3.610 -2.037
H -2.916 4.099 -0.584
H -3.577 5.607 -1.245
H -1.855 3.137 -1.257
H -1.062 3.174 -2.874
C 1.262 4.811 0.276
C 2.000 3.968 1.336
C 0.877 3.330 2.241
O 1.370 2.441 3.187
C 0.404 1.659 3.825
N 2.950 3.094 0.613
H 0.413 4.235 -0.093
H 1.907 5.100 -0.554
H 0.804 5.660 0.782
H 2.744 4.566 1.864
H 0.329 2.794 1.466
H 0.229 4.081 2.692
H -0.159 2.321 4.483
H 0.803 0.910 4.508
H -0.200 1.048 3.154
H 3.684 2.858 1.266
H 2.413 2.250 0.473
C -3.847 1.230 1.190
C -3.776 2.755 1.513
C -4.083 3.019 3.020
O -2.871 2.889 3.780
C -3.026 3.229 5.185
N -2.574 3.431 1.170
H -3.534 0.976 0.177
H -4.808 0.800 1.472
H -3.081 0.753 1.802
H -4.564 3.288 0.981
H -4.845 2.410 3.508
H -4.391 4.060 3.116
H -3.777 2.623 5.691
H -3.347 4.271 5.210
H -2.085 3.117 5.724
H -2.738 4.410 0.983
H -2.071 3.331 2.040
C -1.658 -1.755 1.785
C -0.405 -1.749 0.849
C -0.531 -0.505 -0.062
O 0.492 -0.520 -1.096
C 0.782 0.788 -1.471
N 0.827 -1.850 1.551
H -2.499 -1.545 1.125
H -1.473 -1.018 2.566
H -1.898 -2.733 2.202
H -0.557 -2.586 0.168
H -0.415 0.411 0.518
H -1.401 -0.631 -0.707
H 1.796 0.760 -1.870
H 0.842 1.579 -0.724
H 0.020 1.094 -2.188
H 1.376 -2.200 0.778
H 1.176 -0.910 1.666
*
```



Density functional theory data (ωB97M-V/def2-TZVPD) for C24H9BrF4MgN8O4 as an isolated structure.

Computed properties:
**Kohn-Sham gap**: 6.14 eV
**ΔE to the lowest compared entry with this formula, charge and spin**: 0.0 kJ/mol

Structure (ORCA input):
```
! wB97M-V def2-TZVPD RIJCOSX def2/J DEFGRID3
* xyz 2 1
Mg -0.604 -0.837 1.211
F 0.589 1.632 0.197
C 1.651 2.029 -0.553
C 1.390 2.749 -1.651
F 0.138 3.027 -1.938
C 2.450 3.239 -2.511
C 3.792 3.015 -1.997
C 4.034 2.298 -0.881
F 5.278 2.078 -0.501
C 2.978 1.689 -0.111
C 3.234 0.839 0.945
C 2.175 0.075 1.489
N 1.295 -0.570 1.862
C 4.514 0.535 1.503
N 5.499 0.272 2.032
F 4.805 3.486 -2.680
C 2.197 3.803 -3.722
C 3.212 4.300 -4.599
N 4.012 4.731 -5.301
C 0.876 3.903 -4.270
N -0.170 3.943 -4.742
N -0.401 -0.180 -5.231
C 0.165 -0.067 -4.024
O 0.921 0.830 -3.688
C -0.163 -1.141 -3.011
C 0.013 -2.501 -3.226
C -0.184 -3.382 -2.169
C -0.525 -2.875 -0.931
N -0.693 -1.557 -0.713
C -0.524 -0.718 -1.746
H -0.200 0.517 -5.932
H -1.070 -0.899 -5.445
H 0.312 -2.872 -4.199
H -0.057 -4.447 -2.295
H -0.669 -3.535 -0.083
H -0.667 0.338 -1.559
O -2.131 1.802 2.023
N -1.909 0.675 2.131
Br -5.395 -0.812 7.728
C -4.420 -1.733 6.426
C -4.290 -3.126 6.507
N -3.618 -3.860 5.626
C -3.034 -3.236 4.621
C -3.102 -1.846 4.452
C -3.819 -1.071 5.380
C -2.420 -1.273 3.329
O -1.688 -1.847 2.523
O -2.636 0.087 3.199
H -4.755 -3.661 7.327
H -2.489 -3.848 3.911
H -3.897 0.003 5.289
*
```



Density functional theory data (ωB97M-V/def2-TZVPD) for C25H14Cl5N5Pt as an isolated structure at a distorted geometry.

Computed properties:
**Kohn-Sham gap**: 6.73 eV
**ΔE to the lowest compared entry with this formula, charge and spin**: 0.0 kJ/mol

Structure (ORCA input):
```
! wB97M-V def2-TZVPD RIJCOSX def2/J DEFGRID3
* xyz 0 1
Pt 0.075 -1.265 -0.745
N -0.849 7.069 5.097
C -0.697 6.169 4.401
C -0.523 5.050 3.557
C 0.685 4.350 3.565
C 0.823 3.217 2.791
C -0.220 2.775 1.978
C -1.414 3.496 1.956
C -1.575 4.617 2.745
C -0.059 1.544 1.179
C -0.072 0.309 1.862
C 0.080 0.083 3.264
C -0.030 -1.282 3.455
C -0.252 -1.845 2.202
N -0.302 -0.877 1.238
C 0.159 1.648 -0.210
C 0.172 2.870 -0.949
C 0.523 2.550 -2.248
C 0.745 1.181 -2.279
N 0.531 0.630 -1.045
H 1.507 4.704 4.171
H 1.752 2.666 2.793
H -2.227 3.160 1.329
H -2.508 5.164 2.747
H 0.271 0.841 3.997
H 0.048 -1.821 4.380
H -0.372 -2.890 1.969
H -0.055 3.833 -0.536
H 0.612 3.216 -3.084
H 1.071 0.587 -3.114
Cl -1.380 -1.669 -3.860
C 0.305 -2.023 -3.750
C 0.901 -1.858 -2.507
C 2.259 -2.167 -2.423
Cl 2.985 -1.998 -0.867
C 3.011 -2.597 -3.507
Cl 4.679 -2.960 -3.336
C 2.378 -2.731 -4.744
Cl 3.275 -3.249 -6.110
C 1.018 -2.445 -4.868
Cl 0.232 -2.615 -6.388
N -2.160 -2.799 -0.127
C -2.898 -3.918 -0.157
C -2.089 -4.915 -0.651
C -0.854 -4.301 -0.894
N -0.915 -3.022 -0.561
H -2.423 -1.879 0.207
H -3.916 -3.931 0.176
H -2.351 -5.938 -0.815
H 0.046 -4.735 -1.283
*
```



Density functional theory data (ωB97M-V/def2-TZVPD) for C25H15Cl4I2IrN2O9S2 as an isolated structure at a distorted geometry.

Computed properties:
**Kohn-Sham gap (spin up / spin down)**: 2.59 / 4.60 eV
**ΔE to the lowest compared entry with this formula, charge and spin**: 536.9 kJ/mol

Structure (ORCA input):
```
! wB97M-V def2-TZVPD RIJCOSX def2/J DEFGRID3
* xyz -1 6
Ir 0.682 0.831 0.483
I -2.883 1.590 6.999
C -1.814 1.890 5.229
C -2.248 2.837 4.313
C -1.534 3.023 3.147
I -2.193 4.399 1.727
C -0.375 2.284 2.844
O 0.266 2.493 1.732
C 0.033 1.320 3.797
C 1.250 0.488 3.512
N 1.019 -0.429 2.379
C 2.062 -1.432 2.189
C 2.736 -1.361 0.839
C 3.387 -2.469 0.315
C 4.030 -2.355 -0.902
C 4.025 -1.131 -1.557
C 3.336 -0.083 -0.983
N 2.705 -0.192 0.193
C -0.683 1.134 4.968
H -3.143 3.415 4.498
H 1.537 -0.074 4.410
H 2.087 1.137 3.233
H 0.095 -0.846 2.436
H 1.675 -2.441 2.343
H 2.841 -1.265 2.942
H 3.342 -3.414 0.840
H 4.511 -3.215 -1.350
H 4.500 -1.002 -2.517
H 3.250 0.877 -1.475
H -0.349 0.391 5.682
O -2.313 -1.387 -0.747
S -2.512 -0.215 0.056
O -3.714 -0.172 0.846
O -1.346 0.138 0.922
C -2.646 1.191 -1.082
C -3.867 1.853 -0.977
C -4.146 3.012 -1.675
C -3.181 3.557 -2.500
C -1.969 2.907 -2.645
C -1.696 1.721 -1.959
S -0.005 1.265 -2.423
O 0.097 1.479 -3.829
O -1.160 -1.374 -3.217
O 0.849 2.063 -1.545
H -4.593 1.435 -0.297
H -5.107 3.494 -1.553
H -3.361 4.475 -3.042
H -1.231 3.317 -3.316
Cl 2.008 -3.872 -5.339
C 1.130 -3.295 -3.957
C 0.491 -4.239 -3.112
Cl 0.290 -5.867 -3.645
C 0.088 -3.870 -1.834
Cl -0.335 -5.040 -0.629
C 0.143 -2.543 -1.400
O 0.290 -2.038 -0.313
C -0.008 -1.439 -2.779
O 0.478 -0.175 -2.091
C 1.104 -1.965 -3.673
Cl 2.074 -0.818 -4.514
*
```



Density functional theory data (ωB97M-V/def2-TZVPD) for C25H15Cl5FeNOS4 as an isolated structure.

Computed properties:
**Kohn-Sham gap (spin up / spin down)**: 6.24 / 6.58 eV
**ΔE to the lowest compared entry with this formula, charge and spin**: 1575.1 kJ/mol

Structure (ORCA input):
```
! wB97M-V def2-TZVPD RIJCOSX def2/J DEFGRID3
* xyz 0 6
Fe -1.066 -0.595 -0.653
S -1.184 0.709 -2.532
C -1.111 -0.325 -3.947
C -1.535 0.202 -5.171
C -1.478 -0.545 -6.333
C -1.003 -1.850 -6.311
C -0.589 -2.396 -5.109
C -0.640 -1.641 -3.940
S -0.038 -2.398 -2.459
C -1.494 -2.571 -1.519
C 1.910 -2.022 0.452
C 0.988 -2.670 1.277
C 0.053 -2.147 2.155
C -0.192 -0.787 2.222
C 0.498 0.201 1.528
C 0.212 1.667 1.447
S -1.243 2.050 0.406
C -2.523 1.761 1.610
C -2.770 2.770 2.540
C -3.742 2.621 3.510
C -4.491 1.449 3.535
C -4.264 0.453 2.605
C -3.279 0.574 1.615
S -3.099 -0.768 0.485
N 1.907 0.559 -0.777
H -1.909 1.217 -5.193
H -1.809 -0.105 -7.266
H -0.959 -2.437 -7.218
H -0.220 -3.413 -5.065
H -1.424 -3.337 -0.754
H -2.435 -2.519 -2.053
H 1.020 -3.750 1.164
H -0.588 -2.816 2.711
H -1.039 -0.431 2.798
H 1.062 2.210 1.037
H 0.026 2.043 2.455
H -2.190 3.684 2.485
H -3.925 3.410 4.227
H -5.262 1.315 4.282
H -4.855 -0.454 2.626
Cl 6.017 0.531 4.152
C 5.202 0.742 2.657
C 3.979 0.128 2.441
Cl 3.212 -0.875 3.602
C 3.369 0.369 1.229
Cl 1.839 -0.370 0.623
C 3.897 1.118 0.219
O 3.186 1.190 -0.909
C 5.133 1.733 0.415
Cl 5.798 2.681 -0.845
C 5.768 1.539 1.636
Cl 7.281 2.294 1.910
*
```



Density functional theory data (ωB97M-V/def2-TZVPD) for C25H16AsAuNO4 as an isolated structure at a distorted geometry.

Computed properties:
**Kohn-Sham gap**: 7.41 eV
**ΔE to the lowest compared entry with this formula, charge and spin**: 99.3 kJ/mol

Structure (ORCA input):
```
! wB97M-V def2-TZVPD RIJCOSX def2/J DEFGRID3
* xyz -1 1
Au 3.135 2.777 1.314
O 3.914 -0.635 3.785
C 3.444 0.366 3.212
O 4.156 1.225 2.524
C 1.923 0.598 3.230
C 0.973 -0.067 3.972
C -0.379 0.349 3.864
C -0.729 1.354 3.059
C 0.286 2.034 2.350
N 1.521 1.658 2.467
C 0.056 3.299 1.512
O -1.105 3.717 1.416
O 1.071 3.749 0.938
H 1.255 -0.936 4.549
H -1.122 -0.171 4.480
H -1.715 1.781 3.043
C -1.966 -4.502 -2.740
C -0.760 -3.731 -2.702
C -0.711 -2.536 -1.918
C -1.757 -2.215 -1.110
C -2.968 -2.897 -1.122
C -2.982 -4.115 -1.831
As -1.722 -0.475 -0.030
C -1.584 0.933 -1.366
C -2.589 1.570 -2.131
C -2.251 2.736 -2.869
C -0.927 3.137 -2.920
C 0.046 2.482 -2.168
C -0.266 1.358 -1.428
C 0.716 0.551 -0.707
C 2.132 0.584 -0.826
C 2.929 -0.363 -0.238
C 2.404 -1.332 0.579
C 0.993 -1.351 0.822
C 0.211 -0.456 0.098
H -2.027 -5.464 -3.255
H 0.110 -4.049 -3.252
H 0.142 -1.918 -1.874
H -3.827 -2.679 -0.572
H -3.835 -4.807 -1.840
H -3.697 1.489 -1.985
H -3.093 3.199 -3.388
H -0.663 3.980 -3.604
H 1.037 2.828 -2.271
H 2.675 1.353 -1.410
H 3.986 -0.425 -0.486
H 3.038 -1.986 1.223
H 0.525 -1.994 1.606
*
```



Density functional theory data (ωB97M-V/def2-TZVPD) for C25H16Br3I2N5O8Pb as an isolated structure.

Computed properties:
**Kohn-Sham gap**: 7.49 eV

Structure (ORCA input):
```
! wB97M-V def2-TZVPD RIJCOSX def2/J DEFGRID3
* xyz 0 1
Pb 0.132 -0.397 0.039
O 3.390 1.030 1.984
C 2.234 0.683 2.157
O 1.733 -0.437 1.736
C 1.282 1.544 2.948
C 1.674 1.981 4.190
C 0.791 2.735 4.955
C -0.458 3.066 4.497
C -0.841 2.639 3.236
C 0.005 1.871 2.398
O -0.310 1.492 1.202
N -2.202 3.030 2.830
O -2.904 3.556 3.668
O -2.562 2.810 1.689
N 1.203 3.199 6.286
O 2.301 2.860 6.680
O 0.433 3.905 6.903
H 2.656 1.738 4.568
H -1.133 3.654 5.100
Br -3.502 3.437 -4.901
C -2.836 2.365 -3.511
C -2.549 2.921 -2.282
C -2.022 2.085 -1.308
N -1.816 0.785 -1.507
C -2.151 0.243 -2.682
C -2.644 1.010 -3.728
C -2.037 -1.252 -2.800
C -2.427 -1.921 -3.956
C -2.375 -3.302 -3.966
Br -2.894 -4.243 -5.507
C -1.952 -3.992 -2.844
C -1.570 -3.236 -1.749
N -1.601 -1.908 -1.723
H -2.721 3.966 -2.077
H -1.748 2.454 -0.328
H -2.890 0.585 -4.687
H -2.771 -1.394 -4.832
H -1.915 -5.070 -2.820
H -1.218 -3.723 -0.845
N 4.527 -0.027 -1.678
C 3.457 -0.589 -1.093
O 2.316 -0.196 -1.313
C 3.773 -1.678 -0.101
I 2.427 -3.320 -0.195
H 4.384 0.786 -2.255
H 5.463 -0.310 -1.451
H 3.613 -1.249 0.888
H 4.774 -2.085 -0.204
Br -1.678 -4.542 4.800
C -2.758 -4.034 3.337
C -3.928 -4.753 3.119
C -4.760 -4.425 2.063
C -4.430 -3.372 1.221
C -3.266 -2.654 1.439
C -2.421 -2.983 2.496
I -0.683 -1.884 2.718
H -4.181 -5.566 3.785
H -5.668 -4.989 1.904
H -5.080 -3.102 0.400
H -3.017 -1.827 0.788
*
```



Calculated values (eV) of E_tot for the records, taken in order: -97150.5447 -131483.5033 -99461.5188 -138369.9457 -170032.5825 -100396.5181 -281588.6617.